[1]
This record from the Open Molecules 2025 dataset describes a cluster of 2 separate species, C2H3F3Si in total in a non-equilibrium geometry. The level of theory is ωB97M-V/def2-TZVPD.

The energy relative to the best compared isomer or geometry (same formula, charge and spin) is 867.32 kJ/mol. The max |F| comes out at 5.02 eV/Å. The net charge is 0.

Last column: Löwdin charge in e.
Atoms and positions in Å:
H: -0.708 0.872 0.498  -0.098
Si: 0.258 -0.068 0.124  0.723
C: 2.048 0.420 -0.148  -0.085
F: 4.338 -0.179 -0.026  0.215
H: 0.620 -1.030 1.269  -0.017
F: 2.791 -1.567 0.664  0.047
C: 3.084 -0.324 0.143  -0.439
H: -0.155 -0.609 -1.137  -0.075
F: 2.504 2.116 -0.856  -0.270

[2]
This record from the Open Molecules 2025 dataset describes the molecule C2H3F3Si in a non-equilibrium geometry. The level of theory is ωB97M-V/def2-TZVPD.

Its spin multiplicity is 3. The energy relative to the best compared isomer or geometry (same formula, charge and spin) is 703.41 kJ/mol. The max |F| comes out at 9.09 eV/Å. The net charge is 0.

Last column: Mulliken spin population.
Atoms and positions in Å:
H: 0.136 -1.655 0.212  -0.014
F: -1.885 1.953 0.008  0.006
C: 1.570 -0.196 0.095  0.548
F: 2.072 1.071 0.078  0.045
H: -1.407 -0.074 -1.480  0.097
F: 2.698 -1.005 -0.058  0.024
H: -2.190 0.126 1.205  0.076
Si: -1.351 0.397 -0.072  0.818
C: 0.356 -0.618 0.012  0.400

[3]
This record from the Open Molecules 2025 dataset describes the molecule C2H3F4NO3S in a non-equilibrium geometry. The level of theory is ωB97M-V/def2-TZVPD.

As for the SMILES: COS(=O)(=O)N(F)C(F)(F)F. The energy relative to the best compared isomer or geometry (same formula, charge and spin) is 0.00 kJ/mol. The max |F| comes out at 4.36 eV/Å. The net charge is 0.

Last column: Löwdin charge in e.
Atoms and positions in Å:
F: -3.082 -2.844 2.221  0.159
C: -0.263 0.274 0.299  -0.081
N: -0.854 -2.643 1.534  0.076
F: -2.049 -1.021 2.558  0.120
F: -1.616 -2.881 3.723  0.089
S: -1.624 -1.751 -0.273  0.708
C: -1.872 -2.363 2.439  -0.689
H: 0.690 0.131 0.939  0.123
O: -2.722 -0.881 -0.012  -0.231
H: -1.279 0.411 0.885  0.116
H: 0.040 1.070 -0.445  0.111
F: -0.855 -4.018 1.177  -0.036
O: -1.672 -2.866 -1.105  -0.188
O: -0.377 -0.887 -0.542  -0.276

[4]
This record from the Open Molecules 2025 dataset describes a cluster of 2 separate species, C2H3FI2 in total in a non-equilibrium geometry. The level of theory is ωB97M-V/def2-TZVPD.

The energy relative to the best compared isomer or geometry (same formula, charge and spin) is 122.79 kJ/mol. The max |F| comes out at 2.70 eV/Å. The net charge is 0.

Last column: Löwdin charge in e.
Atoms and positions in Å:
C: -0.190 -0.335 -0.774  -0.198
H: -0.042 0.099 -1.748  0.102
H: 0.052 -1.340 -0.708  0.030
H: -1.241 -0.230 -0.802  0.059
C: 0.453 0.323 0.349  -1.022
I: 2.058 -0.665 1.115  0.986
F: 0.584 1.665 0.223  -0.069
I: -1.673 0.484 2.344  0.113

[5]
This record from the Open Molecules 2025 dataset describes a cluster of 2 separate species, C2H3FIN3 in total in a non-equilibrium geometry. The level of theory is ωB97M-V/def2-TZVPD.

The energy relative to the best compared isomer or geometry (same formula, charge and spin) is 211.06 kJ/mol. The max |F| comes out at 4.43 eV/Å. The net charge is 0.

Last column: Löwdin charge in e.
Atoms and positions in Å:
F: 1.337 1.503 0.151  0.026
H: 0.269 0.497 -1.307  0.096
H: -1.039 2.221 0.900  0.067
N: 1.024 -2.151 0.394  -0.302
N: 0.623 -1.065 0.239  0.085
I: -2.614 0.243 -0.442  0.881
H: -0.255 -0.815 -0.193  -0.040
C: -1.031 1.499 0.049  -0.620
N: 1.503 -3.130 0.671  0.183
C: 0.183 1.197 -0.462  -0.376

[6]
This record from the Open Molecules 2025 dataset describes the molecule C2H3FINO in a non-equilibrium geometry. The level of theory is ωB97M-V/def2-TZVPD.

As for the SMILES: O=C(CF)NI. The energy relative to the best compared isomer or geometry (same formula, charge and spin) is 7.28 kJ/mol. The max |F| comes out at 4.13 eV/Å. The net charge is 0.

Last column: Löwdin charge in e.
Atoms and positions in Å:
C: -1.113 1.546 0.459  -0.581
I: -3.731 -0.103 -0.166  0.743
F: 1.000 0.562 -0.162  -0.005
N: -1.719 0.545 -0.407  -0.378
H: -1.230 0.040 -1.104  0.017
C: 0.284 1.703 -0.025  -0.176
O: -1.655 2.125 1.343  0.080
H: 0.790 2.447 0.634  0.142
H: 0.026 2.117 -1.082  0.159

[7]
This record from the Open Molecules 2025 dataset describes a structure of composition C2H3FLi2NaO in a non-equilibrium geometry. The level of theory is ωB97M-V/def2-TZVPD.

The energy relative to the best compared isomer or geometry (same formula, charge and spin) is 201.27 kJ/mol. The max |F| comes out at 7.14 eV/Å. The net charge is +1.

Last column: Löwdin charge in e.
Atoms and positions in Å:
C: 3.310 -3.155 -0.345  -0.060
C: 1.965 -3.034 0.149  -0.537
Li: -0.168 0.481 -2.119  0.906
H: 4.069 -2.590 0.174  0.007
F: 0.087 1.090 -0.213  -0.696
Li: 0.519 -0.371 0.547  0.727
H: 1.271 -3.831 -0.118  0.077
H: 3.576 -4.086 -0.820  -0.003
O: 1.594 -2.052 0.785  -0.295
Na: 0.268 2.484 1.653  0.876

[8]
This record from the Open Molecules 2025 dataset describes a structure of composition C2H3FN2O2S in a non-equilibrium geometry. The level of theory is ωB97M-V/def2-TZVPD.

The energy relative to the best compared isomer or geometry (same formula, charge and spin) is 157.20 kJ/mol. The max |F| comes out at 5.20 eV/Å. The net charge is 0.

Last column: Löwdin charge in e.
Atoms and positions in Å:
H: -2.205 -1.484 -0.509  0.046
N: 1.561 -0.869 3.316  0.183
O: -0.395 1.482 -1.158  0.038
N: 0.774 1.419 -1.080  -0.372
O: -1.926 -0.568 -0.503  -0.100
C: 0.680 -0.347 1.048  -0.388
H: -2.560 -0.110 -1.163  0.110
C: 1.115 -0.509 2.307  -0.340
H: -0.314 -0.526 0.560  0.047
F: 1.528 1.276 -2.618  -0.287
S: 1.740 0.236 -0.200  1.062

[9]
This record from the Open Molecules 2025 dataset describes the ion C2H3FNO5S with charge -1 in a non-equilibrium geometry. The level of theory is ωB97M-V/def2-TZVPD.

As for the SMILES: N[C@](F)(C(=O)[O-])S(=O)(=O)O. The energy relative to the best compared isomer or geometry (same formula, charge and spin) is 96.77 kJ/mol. The max |F| comes out at 3.26 eV/Å. The net charge is -1.

Last column: Löwdin charge in e.
Atoms and positions in Å:
O: 0.091 2.204 0.532  -0.026
H: -1.773 -1.732 0.742  0.048
N: 0.887 -0.966 -1.050  0.079
C: 0.121 0.192 -0.706  -0.518
F: -1.072 0.208 -1.297  0.050
H: 1.833 -1.095 -0.591  0.124
O: 0.631 -0.023 2.038  -0.293
O: -0.840 -1.613 0.795  -0.237
S: -0.402 -0.005 1.030  0.709
O: -1.729 0.556 1.252  -0.331
H: 0.378 -1.817 -0.883  0.055
C: 0.556 1.813 -0.527  -0.678
O: 1.319 2.277 -1.334  0.018

[10]
This record from the Open Molecules 2025 dataset describes the molecule C2H3FNOP in a non-equilibrium geometry. The level of theory is ωB97M-V/def2-TZVPD.

As for the SMILES: FP1N=CCO1. The energy relative to the best compared isomer or geometry (same formula, charge and spin) is 8.42 kJ/mol. The max |F| comes out at 3.82 eV/Å. The net charge is 0.

Last column: Löwdin charge in e.
Atoms and positions in Å:
C: -0.866 0.545 0.010  -0.038
P: 1.753 0.140 0.471  0.790
N: 0.677 -1.229 0.382  -0.103
H: -1.275 -1.628 -0.020  0.111
C: -0.502 -0.882 0.122  -0.262
H: -1.190 0.881 -0.969  0.111
H: -1.468 0.938 0.819  0.109
O: 0.623 1.260 0.279  -0.399
F: 2.246 -0.025 -1.094  -0.319

[11]
This record from the Open Molecules 2025 dataset describes the molecule C2H3FNP in a non-equilibrium geometry. The level of theory is ωB97M-V/def2-TZVPD.

As for the SMILES: [H]/N=C1/CP1F. The energy relative to the best compared isomer or geometry (same formula, charge and spin) is 17.53 kJ/mol. The max |F| comes out at 3.84 eV/Å. The net charge is 0.

Last column: Löwdin charge in e.
Atoms and positions in Å:
F: -0.262 0.415 -2.207  -0.402
C: 0.540 -0.916 0.054  -0.341
P: -0.928 -0.578 -1.035  0.937
H: 1.653 -0.866 -0.113  0.090
H: -1.050 1.949 0.875  0.061
N: -0.260 1.367 1.180  0.094
H: 0.456 -1.763 0.820  0.092
C: -0.149 0.394 0.426  -0.532

[12]
This record from the Open Molecules 2025 dataset describes the molecule C2H3FO2 in a non-equilibrium geometry. The level of theory is ωB97M-V/def2-TZVPD.

As for the SMILES: CC1(F)OO1. The energy relative to the best compared isomer or geometry (same formula, charge and spin) is 352.48 kJ/mol. The max |F| comes out at 3.86 eV/Å. The net charge is 0.

Last column: Löwdin charge in e.
Atoms and positions in Å:
H: -0.107 -0.783 -0.707  0.072
F: 2.090 -1.440 0.270  0.069
C: 1.663 -0.119 0.035  -0.584
O: 2.462 0.808 0.516  0.099
H: -0.348 0.021 1.019  0.143
O: 2.444 0.625 -0.877  0.083
H: -0.278 0.889 -0.561  0.088
C: 0.159 0.023 -0.061  0.030

[13]
This record from the Open Molecules 2025 dataset describes the molecule C2H3FO2 in a non-equilibrium geometry. The level of theory is ωB97M-V/def2-TZVPD.

The energy relative to the best compared isomer or geometry (same formula, charge and spin) is 667.86 kJ/mol. The max |F| comes out at 4.15 eV/Å. The net charge is 0.

Last column: Löwdin charge in e.
Atoms and positions in Å:
H: -0.065 1.254 -0.936  0.145
F: 2.171 -0.415 -0.117  0.012
O: -1.959 -0.809 -0.059  0.002
H: 0.208 1.000 0.853  0.135
C: 0.826 -0.625 -0.049  -0.062
O: -1.424 0.423 -0.164  -0.130
H: 0.307 -1.400 0.565  0.119
C: -0.064 0.572 -0.094  -0.221

[14]
This record from the Open Molecules 2025 dataset describes the molecule C2H3FO2 in a non-equilibrium geometry. The level of theory is ωB97M-V/def2-TZVPD.

The energy relative to the best compared isomer or geometry (same formula, charge and spin) is 599.21 kJ/mol. The max |F| comes out at 1.90 eV/Å. The net charge is 0.

Last column: Löwdin charge in e.
Atoms and positions in Å:
O: 1.632 -0.145 0.133  -0.113
C: -0.556 0.833 0.049  -0.106
H: -0.175 1.831 -0.086  0.107
H: -0.015 -1.030 0.910  0.148
C: 0.261 -0.362 0.080  -0.211
O: 1.955 1.136 -0.026  -0.016
H: 0.089 -0.939 -0.846  0.149
F: -1.875 0.692 0.071  0.041

[15]
This record from the Open Molecules 2025 dataset describes a structure of composition C2H3FO2Rb in a non-equilibrium geometry. The level of theory is ωB97M-V/def2-TZVPD.

The energy relative to the best compared isomer or geometry (same formula, charge and spin) is 0.00 kJ/mol. The max |F| comes out at 4.69 eV/Å. The net charge is -1.

Last column: Löwdin charge in e.
Atoms and positions in Å:
H: -1.069 0.859 1.864  0.091
C: -0.086 0.432 3.643  -0.297
F: -0.749 -0.205 -4.067  -0.964
H: -0.588 2.216 3.469  0.155
H: 0.729 -0.117 4.136  0.075
O: -0.583 1.518 4.318  -0.182
O: 0.872 0.251 1.445  -0.323
Rb: 0.428 -0.368 -1.667  0.912
C: -0.042 0.695 2.273  -0.466

[16]
This record from the Open Molecules 2025 dataset describes a cluster of 2 separate species, C2H3FO2S in total in a non-equilibrium geometry. The level of theory is ωB97M-V/def2-TZVPD.

The energy relative to the best compared isomer or geometry (same formula, charge and spin) is 375.90 kJ/mol. The max |F| comes out at 3.78 eV/Å. The net charge is 0.

Last column: Löwdin charge in e.
Atoms and positions in Å:
C: -0.150 0.160 -0.456  0.044
F: 2.805 -2.029 -0.118  -0.445
S: 2.436 0.267 0.017  0.861
O: 2.402 0.754 -1.345  -0.274
H: 0.448 0.528 1.611  0.125
O: 3.178 0.931 1.015  -0.248
C: 0.740 0.182 0.573  -0.202
H: -1.162 0.204 -0.187  0.058
H: 0.076 -0.078 -1.483  0.082

[17]
This record from the Open Molecules 2025 dataset describes the molecule C2H3FO2S in a non-equilibrium geometry. The level of theory is ωB97M-V/def2-TZVPD.

As for the SMILES: CC(=O)OSF. The energy relative to the best compared isomer or geometry (same formula, charge and spin) is 103.35 kJ/mol. The max |F| comes out at 3.81 eV/Å. The net charge is 0.

Last column: Löwdin charge in e.
Atoms and positions in Å:
H: -0.790 0.995 0.149  0.109
S: 0.278 -2.993 -0.573  0.990
H: 0.207 -0.287 1.023  0.084
O: -1.220 -2.218 -0.380  -0.398
C: -1.453 -0.833 -0.096  -0.519
H: 0.514 0.078 -0.605  0.041
C: -0.223 0.037 0.099  -0.007
O: -2.547 -0.425 0.139  0.139
F: 0.587 -2.701 -2.124  -0.439

[18]
This record from the Open Molecules 2025 dataset describes a cluster of 2 separate species, C2H3FO2S in total in a non-equilibrium geometry. The level of theory is ωB97M-V/def2-TZVPD.

Its spin multiplicity is 3. The energy relative to the best compared isomer or geometry (same formula, charge and spin) is 96.84 kJ/mol. The max |F| comes out at 5.77 eV/Å. The net charge is 0.

Last column: Mulliken spin population.
Atoms and positions in Å:
S: 1.041 -0.904 -0.216  0.620
H: 2.828 -0.248 1.257  0.041
H: -2.180 -0.255 -1.328  0.003
C: 2.197 0.036 0.472  0.855
C: -2.090 0.187 -0.232  0.000
O: -2.243 1.256 0.186  0.014
O: 0.122 -0.110 -1.001  0.424
F: -2.036 -0.989 0.501  0.001
H: 2.362 1.027 0.361  0.043

[19]
This record from the Open Molecules 2025 dataset describes a cluster of 2 separate species, C2H3FS2 in total in a non-equilibrium geometry. The level of theory is ωB97M-V/def2-TZVPD.

As for the SMILES: FC=S.C=S. The energy relative to the best compared isomer or geometry (same formula, charge and spin) is 209.57 kJ/mol. The max |F| comes out at 4.08 eV/Å. The net charge is 0.

Last column: Löwdin charge in e.
Atoms and positions in Å:
H: -1.589 0.895 -0.945  -0.047
S: -1.519 -1.187 0.047  0.485
H: 1.004 -1.344 0.296  0.025
S: 1.059 1.102 0.072  0.843
C: -1.405 0.512 -0.015  -0.670
F: 2.768 -0.723 -0.140  0.012
H: -1.827 1.194 0.711  0.011
C: 1.509 -0.449 -0.026  -0.658

[20]
This record from the Open Molecules 2025 dataset describes a structure of composition C2H3FeLiO2 in a non-equilibrium geometry. The level of theory is ωB97M-V/def2-TZVPD.

Its spin multiplicity is 6. The energy relative to the best compared isomer or geometry (same formula, charge and spin) is 33.77 kJ/mol. The max |F| comes out at 4.01 eV/Å. The net charge is +1.

Last column: Mulliken spin population.
Atoms and positions in Å:
H: 1.782 1.245 0.220  0.021
H: -0.470 2.341 0.042  0.011
O: -1.490 0.513 0.230  0.326
C: -0.371 1.265 0.231  0.150
C: 0.849 0.676 0.295  0.323
Li: 0.577 -1.506 -1.495  0.003
O: 0.885 -0.669 0.093  0.216
Fe: -0.883 -1.235 0.704  3.905
H: -0.879 -2.630 -0.321  0.044